(1)
The following is a DFT calculation (ωB97M-V/def2-TZVPD) of a single C24H28N6O3 molecule in a non-equilibrium geometry.

Each line ends with the natural charge from an NBO analysis.
Cartesian coordinates (Å):
H  -0.7986  -6.5370  -1.9070  0.21
H  -2.1017  -4.7785  -3.0398  0.20
C  0.1210  1.9239  -1.1972  -0.11
H  3.6646  2.9034  1.5142  0.22
C  -0.5708  -0.6741  1.7608  -0.28
H  -0.8099  2.2604  -1.6338  0.23
C  -2.2448  -0.6105  -0.8828  -0.27
C  1.9964  -0.7015  2.1270  -0.30
H  1.2594  -5.1995  -1.4025  0.21
H  3.9014  -0.0418  3.0826  0.23
C  -0.2284  -0.3580  -2.1845  -0.25
H  -0.3800  -1.3614  0.9318  0.27
N  -1.3252  0.4337  1.2313  -0.19
C  0.7310  -0.2435  2.3522  0.25
H  2.2886  -1.4614  1.4315  0.25
H  -0.7018  4.3219  -0.3337  0.23
C  -2.0518  0.4984  0.0877  0.35
H  0.4687  -4.6521  -2.8815  0.19
C  2.7148  3.2222  1.1112  -0.25
N  -2.6091  1.6871  0.0386  -0.33
O  0.4503  6.0113  1.4822  -0.49
C  0.5641  0.6667  -1.4228  -0.13
H  2.6587  5.0567  2.2066  0.23
N  -1.4590  1.6124  1.8442  -0.05
C  -2.1297  -4.8432  -1.9495  -0.39
C  0.8066  2.8184  -0.3220  -0.13
H  -2.8656  -1.3555  -0.3804  0.23
H  3.4284  0.8882  0.2037  0.41
C  2.1597  4.4161  1.4972  -0.20
C  1.8620  0.2375  -0.9129  0.63
C  0.2312  -3.3172  -1.2110  -0.42
H  2.2165  1.6474  4.4020  0.21
H  1.1189  -2.7240  -1.4294  0.25
C  0.9138  4.8321  0.9960  0.29
H  -1.0607  7.3029  1.7078  0.20
C  0.3629  -4.7180  -1.7964  -0.40
H  -1.1835  -1.1680  2.5279  0.22
C  -2.2472  -3.4340  -1.3663  -0.41
H  0.1434  -3.3883  -0.1238  0.19
N  2.5287  1.1760  -0.1626  -0.57
H  -0.8974  0.1423  -2.9033  0.18
N  -2.2134  2.3333  1.1296  -0.08
C  2.0354  2.3971  0.2122  0.24
H  -0.9758  -2.6153  -2.8583  0.17
O  0.7454  0.7218  3.2928  -0.38
C  -0.8571  6.4036  1.1288  -0.26
C  2.0201  0.8978  3.6620  0.11
C  0.2570  4.0440  0.0716  -0.25
N  -0.9900  -1.2195  -1.2781  -0.45
H  -0.9307  -5.6771  -0.3709  0.19
C  -1.0181  -2.6126  -1.7565  -0.03
H  -2.3233  -3.5050  -0.2783  0.19
H  -2.8170  -0.2008  -1.7335  0.20
C  -0.8709  -5.5463  -1.4540  -0.40
H  -3.1593  -2.9760  -1.7555  0.21
H  -0.9292  6.6374  0.0617  0.17
H  -3.0139  -5.4218  -1.6732  0.21
H  -1.5855  5.6283  1.3838  0.19
C  2.8388  0.0482  2.9842  -0.34
H  0.4816  -0.9811  -2.7302  0.24
O  2.3798  -0.8479  -1.1315  -0.66

Computed properties:
* ΔE to the lowest compared entry with this formula, charge and spin: 64.97 kcal/mol
* HOMO-LUMO gap: 8.2 eV
* E_LUMO: 0.341 eV
* highest occupied orbital energy: -7.83 eV
* calculated total energy: -40424.696 eV
* SMILES string: COc1ccc2[nH]c(=O)c(CN(Cc3nnnn3Cc3ccco3)C3CCCCC3)cc2c1
* 2S+1: 1

---

(2)
The following is a DFT calculation (ωB97M-V/def2-TZVPD) of a single C9H14O2S2 molecule in a non-equilibrium geometry.

Each line ends with the natural charge from an NBO analysis.
Cartesian coordinates (Å):
S  -1.4352  -4.2096  -0.0391  0.15
C  0.9495  2.7134  -0.1003  -0.61
H  2.5610  -0.4652  0.4933  0.19
H  0.4820  1.5352  1.5852  0.20
H  1.0311  1.8577  -0.7568  0.20
C  -1.3416  2.0248  0.5360  -0.41
H  0.9119  -1.7935  1.4332  0.24
C  0.7696  -2.5605  0.5220  -0.50
C  1.5534  -1.8661  -0.5881  -0.06
C  -0.6897  -2.6492  0.1252  -0.19
H  0.4534  3.5485  -0.6643  0.19
H  -0.0532  3.2276  1.7669  0.20
O  -0.7769  -0.3655  0.0761  -0.53
H  1.9115  3.1363  0.0503  0.22
H  -2.0292  1.8648  1.5179  0.20
C  -1.4549  -1.4922  -0.2369  0.68
H  1.1600  -3.5658  0.6745  0.25
H  -2.5788  -3.8145  -0.4827  0.16
C  -1.3556  0.8901  -0.4492  -0.10
C  2.2875  -0.7577  -0.4651  -0.39
H  -2.3676  0.5612  -0.8947  0.24
S  3.5413  -0.3422  -1.6465  0.07
H  -0.6515  1.0731  -1.2996  0.19
O  -2.5561  -1.5114  -0.7810  -0.62
C  0.0316  2.3314  1.0935  -0.39
H  1.4471  -2.1783  -1.5756  0.20
H  -1.8007  2.8075  0.1055  0.21

Computed properties:
* ΔE to the lowest compared entry with this formula, charge and spin: 0.00 kcal/mol
* HOMO-LUMO gap (alpha / beta): 8.7 / 6.9 eV
* E_LUMO (alpha / beta): 0.669 / -1.980 eV
* highest occupied orbital energy (alpha / beta): -8.05 / -8.92 eV
* calculated total energy: -35321.793 eV
* expectation value of S²: 2.024
* 2S+1: 3

---

(3)
The following is a DFT calculation (ωB97M-V/def2-TZVPD) of a molecular structure, C32H26N3O2PS2W.

Each line ends with the natural charge from an NBO analysis.
Cartesian coordinates (Å):
S  0.8780  -2.7645  2.1076  0.08
H  -4.5767  1.1256  -3.6164  0.25
H  5.8656  -0.3333  1.9848  0.24
C  -2.4063  -0.9460  -2.0441  -0.27
C  3.0988  3.8928  0.5692  -0.21
H  1.6535  -5.5962  1.8684  0.26
C  2.3207  0.5155  3.2782  -0.23
C  -2.9033  -2.1768  -2.4904  -0.12
C  3.1147  -5.5952  0.2845  -0.11
C  3.2030  -0.2112  4.0776  -0.18
C  -4.6209  -1.0198  -3.7171  -0.12
N  0.3442  2.4109  1.7884  -0.89
H  -3.4395  -0.4909  3.8536  0.26
C  -4.0077  -2.2080  -3.3198  -0.21
C  3.9936  0.5792  1.5220  -0.16
W  0.9828  -0.7034  1.0532  0.97
C  -0.6818  1.6737  2.3394  0.42
C  -4.1124  0.2082  -3.2923  -0.21
H  -2.6203  1.1942  -2.1198  0.22
C  -1.3040  -0.9002  -1.1607  0.38
H  4.0483  5.7118  -2.1167  0.24
C  4.4670  -0.5169  3.6085  -0.14
H  -8.5376  0.9959  -5.2750  0.26
C  2.1804  2.9669  -1.4821  -0.18
C  2.2075  -5.0133  1.1466  -0.21
H  4.0673  -2.7505  -1.3130  0.26
H  4.2963  0.8784  0.5253  0.24
H  -2.4296  -3.0959  -2.1723  0.23
C  -0.3573  -0.8669  -0.3798  -0.53
O  -6.9162  0.6193  -3.0038  -0.54
C  -3.0172  0.2454  -2.4571  -0.07
H  -1.7989  3.3864  2.9900  0.24
H  5.1581  -1.0626  4.2379  0.24
H  -4.4114  -3.1551  -3.6523  0.24
N  -0.5824  0.3289  2.2745  -0.55
H  -3.6012  2.0133  3.9869  0.25
H  3.2291  3.8501  1.6445  0.23
C  -1.7605  2.3057  2.9577  -0.27
H  -8.6081  -0.7701  -5.4221  0.24
H  4.3092  5.6408  0.3372  0.24
C  2.8044  3.9716  -2.2073  -0.20
N  2.6882  -2.9267  0.1990  -0.01
H  1.5841  2.2165  -1.9869  0.23
C  -2.6720  0.1442  3.4373  -0.27
C  -2.7554  1.5383  3.5072  -0.08
C  3.5865  -3.4563  -0.6530  0.06
C  3.5631  4.9291  -1.5488  -0.15
C  -7.1738  0.0070  -3.9986  0.46
H  4.5285  -5.2329  -1.3168  0.26
C  -1.5892  -0.4089  2.8202  0.09
C  3.7108  4.8927  -0.1647  -0.19
C  3.8137  -4.8051  -0.6294  -0.22
C  4.8664  -0.1094  2.3348  -0.19
H  0.2764  3.4165  1.8380  0.44
C  2.3283  2.9351  -0.0955  -0.35
O  2.5204  -1.5770  0.1464  -0.51
C  1.9931  -3.6417  1.0920  0.04
H  2.9009  -0.5096  5.0725  0.24
H  1.3758  0.8349  3.6928  0.24
P  1.5116  1.6552  0.8215  1.21
S  -6.0048  -1.1253  -4.8017  0.24
H  2.6977  4.0062  -3.2829  0.24
C  -8.4897  0.0550  -4.7234  -0.72
H  -1.4879  -1.4809  2.7294  0.22
H  3.2836  -6.6629  0.3187  0.26
H  -9.2950  0.0501  -3.9912  0.26
C  2.7096  0.9180  1.9893  -0.37

Computed properties:
* ΔE to the lowest compared entry with this formula, charge and spin: 4.34 kcal/mol
* HOMO-LUMO gap (alpha / beta): 5.8 / 5.8 eV
* E_LUMO (alpha / beta): -7.061 / -7.061 eV
* highest occupied orbital energy (alpha / beta): -12.85 / -12.85 eV
* calculated total energy: -74941.199 eV
* 2S+1: 1
* total charge: +2

---

(4)
The following is a DFT calculation (ωB97M-V/def2-TZVPD) of a molecular structure, C10H16Cl2FO6Zr in a non-equilibrium geometry.

Each line ends with the Löwdin charge.
Cartesian coordinates (Å):
O  8.8396  7.4086  9.0624  -0.07
C  6.5736  7.7235  6.9716  -0.48
H  7.4161  6.0171  12.8090  0.10
C  6.7660  7.7888  11.7599  -0.18
F  11.6759  7.1657  7.5751  -0.34
H  4.1693  6.5089  7.9153  0.16
Cl  10.0759  10.0825  7.3748  0.23
Cl  10.2344  7.1989  5.0116  0.31
H  3.2404  9.7424  6.3745  0.10
O  6.8877  7.8820  10.2109  0.07
H  8.2731  7.9876  13.1136  0.14
H  5.9110  5.7606  11.7570  0.09
C  6.9008  6.1320  3.2347  0.29
H  7.4924  5.8340  11.1559  0.12
O  8.8537  8.1920  11.1921  0.11
H  6.2692  6.9425  3.1318  0.12
C  7.9532  8.5518  12.2833  0.01
H  7.8587  9.6352  12.4219  0.17
C  8.2269  7.8021  10.0761  -0.49
H  4.2463  8.5521  8.6823  0.17
H  7.1582  5.7802  2.2024  0.18
Zr  10.1401  7.7264  7.2376  1.26
C  4.1979  9.8923  6.8580  0.05
O  7.7738  7.6284  6.6655  -0.09
H  7.0199  5.2121  5.1069  0.12
C  4.3657  7.1895  7.1131  -0.04
H  4.1809  10.8061  7.4494  0.11
C  7.4122  5.3055  4.1053  0.22
C  4.6787  8.6186  7.6608  -0.19
O  5.5453  6.9471  6.4398  0.08
C  6.8192  6.2804  11.9583  0.03
O  6.1239  8.6130  7.7655  0.14
H  8.1151  4.5489  4.0367  0.11
H  3.6525  7.1473  6.3254  0.15
H  4.9231  10.0159  6.0519  0.09
H  5.8792  8.3386  11.9624  0.15

Computed properties:
* ΔE to the lowest compared entry with this formula, charge and spin: 1.24 kcal/mol
* HOMO-LUMO gap: 2.5 eV
* E_LUMO: -17.891 eV
* highest occupied orbital energy: -20.43 eV
* calculated total energy: -51923.207 eV
* 2S+1: 1
* total charge: +3

---

(5)
The following is a DFT calculation (ωB97M-V/def2-TZVPD) of 2 unconnected molecules or ions with the total composition C17H26BrN5O in a non-equilibrium geometry.

Each line ends with the natural charge from an NBO analysis.
Cartesian coordinates (Å):
C  1.4466  0.1220  -1.0522  -0.24
C  -1.3405  -2.4494  0.6301  -0.53
H  0.7729  -0.7228  -1.0796  0.25
H  -3.5235  2.2165  0.7129  0.23
H  -0.5983  -2.6567  -0.1937  0.30
H  3.3026  -1.0609  0.5572  0.36
H  -4.4277  2.1643  -0.7766  0.22
H  1.2439  -3.0238  2.5838  0.20
N  -3.4338  0.2212  -2.8351  -0.80
C  1.5354  -0.9371  2.3665  -0.41
H  1.3711  -0.1481  1.6269  0.19
H  3.2607  -1.7831  3.3682  0.18
H  -0.9746  -2.9710  2.6578  0.22
N  3.7943  -1.4216  1.3673  -0.84
H  -2.3466  0.3071  1.5714  0.24
N  -0.4940  1.5402  -0.7326  -0.66
H  1.2150  -2.5191  0.9197  0.24
C  -2.4536  3.0127  -1.0244  -0.53
C  2.8189  -0.0707  -1.1661  -0.21
C  3.1587  2.3071  -0.9573  -0.21
H  3.2169  -1.0660  -1.2850  0.24
H  3.7959  -2.4268  1.2455  0.36
O  -0.8047  2.6844  -2.6871  -0.58
H  -0.9248  -1.2244  2.3989  0.18
C  3.0368  -1.0739  2.5746  -0.21
H  1.0884  -0.6491  3.3204  0.19
C  -2.9730  -0.1055  -1.5706  0.58
H  -2.0132  -3.2995  0.6938  0.24
H  1.3714  3.4909  -0.7175  0.21
H  -4.0399  1.0310  -2.7828  0.38
C  0.9434  1.4045  -0.8927  0.19
H  3.8307  3.1493  -0.9065  0.22
C  -2.0513  -1.2835  0.0907  0.22
C  1.7899  2.5034  -0.8461  -0.24
N  -2.4180  -1.2702  -1.2462  -0.48
C  -0.6541  -2.1897  1.9756  -0.39
C  -1.1705  2.4127  -1.5652  0.67
H  -0.6829  1.7971  0.2304  0.38
H  -2.1863  3.7809  -0.3000  0.24
H  -2.9364  3.5274  -1.8451  0.25
H  3.4104  -0.1080  2.9194  0.18
H  -2.2714  -2.0271  -1.9016  0.47
C  -3.4397  2.0258  -0.3493  -0.21
C  -2.4605  -0.0821  0.5794  -0.11
N  -2.9960  0.6527  -0.4733  -0.32
C  0.8854  -2.2393  1.9174  -0.42
H  4.7386  0.8666  -1.1701  0.22
H  -2.6578  0.5018  -3.4313  0.41
Br  0.5713  -3.9342  -1.4145  -0.87
C  3.6735  1.0236  -1.1053  -0.19

Computed properties:
* HOMO-LUMO gap: 6.6 eV
* E_LUMO: -0.366 eV
* highest occupied orbital energy: -6.98 eV
* calculated total energy: -97591.463 eV
* 2S+1: 1